No. 1
ORCA calculation (ωB97M-V/def2-TZVPD) on a 2-piece molecular cluster, C6H8N2O4 overall in a non-equilibrium geometry.

Computed properties:
Relative energy (zero: lowest compared OMol25 entry of this formula, charge and spin) ... 39.5 kcal/mol
Electronic energy ... -643.9110 Ha
Max |F| ... 0.0903 Eh/bohr
Gap between HOMO and LUMO ... 9.685 eV
HOMO level ... -9.20 eV

Cartesian coordinates (Å):
1 C -3.186990 0.230667 0.002210
2 C 2.734442 1.409315 0.072186
3 C -4.630130 0.095876 0.224052
4 H -5.118108 1.058314 0.402455
5 H -4.900847 -0.616808 1.124647
6 C 3.248882 -0.008886 0.074484
7 H 0.855112 2.603417 -0.442566
8 H -0.706956 0.846173 -0.323325
9 C 0.754047 -0.773128 0.093743
10 H 2.176744 -2.031090 -0.370246
11 O 4.321600 -0.514807 0.056243
12 H -4.749151 -0.327990 -0.841419
13 H -1.816302 -1.150491 -0.125087
14 H 3.374766 2.233952 0.019160
15 N 0.350608 0.629756 -0.067663
16 N 2.100608 -0.973783 -0.059614
17 O -2.414670 1.260172 -0.012677
18 O -2.755762 -1.014127 -0.305598
19 O -0.113899 -1.673084 0.123816
20 C 1.317762 1.600736 -0.041169

Cartesian forces, eV/Å:
3.933 1.650 0.306
-3.751 -2.419 -0.042
-0.816 -0.291 0.173
0.024 -0.255 -0.402
0.713 1.107 -2.290
-2.933 0.021 -0.525
1.310 -1.713 1.458
2.201 -0.306 1.104
-1.656 1.623 -1.585
0.866 2.888 1.233
1.138 0.529 0.100
-1.401 0.302 1.761
1.153 -0.124 -0.112
0.873 0.870 -0.012
0.062 -1.513 0.381
-1.037 -2.241 -0.194
-2.873 -3.650 0.061
-0.537 0.997 0.364
1.572 1.541 0.138
1.160 0.984 -1.917

=====

No. 2
ORCA calculation (ωB97M-V/def2-TZVPD) on a 2-piece molecular cluster, C5H13O4 overall in a non-equilibrium geometry.

Computed properties:
<S²> ... 0.754
Electronic energy ... -499.1278 Ha
Spin multiplicity ... 2
Max |F| ... 0.0665 Eh/bohr
Gap between HOMO and LUMO (spin up / spin down) ... 10.464 / 7.546 eV
HOMO level (spin up / spin down) ... -9.54 / -9.54 eV

Cartesian coordinates (Å):
1 H -2.125375 0.927353 0.212124
2 H -2.661525 0.503849 -1.448807
3 C -1.872707 1.017657 -0.865300
4 H 3.008840 -2.079068 1.267210
5 C 2.152138 -1.401145 1.097783
6 H 0.148418 -3.123261 0.961147
7 H 1.521029 -1.398924 2.005136
8 C -2.988174 3.075827 -0.857950
9 H -3.163618 3.027853 0.230516
10 C 0.847815 -3.086493 0.108180
11 C 2.657452 0.003759 0.831517
12 H 0.084443 0.621006 -0.447752
13 H 0.294904 -3.302725 -0.814247
14 O 1.417958 -1.810079 -0.026880
15 O 1.665677 0.939665 0.765343
16 H 1.626184 -3.854960 0.256576
17 O -1.819480 2.375689 -1.213046
18 O -0.676483 0.411329 -1.153304
19 H -3.872288 2.669426 -1.379282
20 H -2.851807 4.122382 -1.153552
21 H 3.310297 0.035678 -0.061849
22 H 3.296305 0.325182 1.686438

Cartesian forces, eV/Å:
-0.014 0.086 -0.199
0.284 0.137 0.074
-0.226 -0.152 0.590
-0.138 0.114 0.053
0.069 -0.200 -0.039
0.152 0.002 -0.179
0.118 -0.016 -0.185
-0.106 0.010 0.015
-0.019 0.029 -0.212
-0.173 -0.293 0.037
0.003 -0.217 0.691
-2.704 -0.498 -2.031
0.183 0.089 0.270
0.085 0.205 -0.070
0.126 0.079 -0.391
-0.181 0.137 -0.035
0.055 0.337 -0.083
2.576 0.195 1.678
0.148 0.102 0.137
-0.024 -0.290 0.077
-0.235 0.196 0.116
0.024 -0.053 -0.316

=====

No. 3
ORCA calculation (ωB97M-V/def2-TZVPD) on one molecule with the formula C13H23N3O3S in a non-equilibrium geometry.

Computed properties:
Relative energy (zero: lowest compared OMol25 entry of this formula, charge and spin) ... 2.8 kcal/mol
Electronic energy ... -1297.3576 Ha
Max |F| ... 0.0328 Eh/bohr
Gap between HOMO and LUMO ... 9.328 eV
HOMO level ... -8.71 eV

Cartesian coordinates (Å):
1 H 2.289247 -1.015433 1.811884
2 H -2.772355 0.185539 -4.424972
3 H -1.086221 1.087067 2.217926
4 N -0.783580 -1.722248 -3.947665
5 C -1.678769 0.176279 -2.575985
6 C -2.077973 0.828184 -3.893673
7 H 1.458906 -1.655833 -0.327798
8 C -1.036472 -1.147586 -2.821748
9 H 3.073673 -3.264440 2.613346
10 H 1.242017 4.034014 2.323096
11 H 2.048486 2.870397 1.261564
12 N -0.166201 -2.890944 -3.682620
13 O -2.020456 1.031001 0.080009
14 C -1.313238 3.678557 1.318267
15 N -0.780385 1.015260 -1.812082
16 H -2.554048 0.028392 -1.928582
17 H 0.067951 1.344685 -2.244177
18 H -0.416119 -3.158825 0.374787
19 C 1.195856 3.537319 1.358763
20 S 0.625157 -4.263253 -1.489890
21 H 1.398530 -3.705525 2.953344
22 H 2.628194 -2.884701 0.166909
23 C -1.033827 1.371002 -0.525246
24 H -0.173680 2.140507 3.306272
25 H -1.201929 0.970963 -4.520380
26 H 0.617388 -1.538522 2.031072
27 C -0.068824 -2.971169 -2.391521
28 O -0.604627 -1.893881 -1.770617
29 H 1.250289 4.283967 0.571097
30 C -0.176215 1.670293 2.326982
31 C 2.089743 -2.872120 2.860712
32 C -0.106228 2.744397 1.242761
33 H -2.234347 3.109181 1.229145
34 H 0.771366 -4.396488 0.845777
35 C 1.643000 -2.465251 0.382202
36 H -1.312385 4.201564 2.270270
37 H 2.151781 -2.378203 3.827428
38 C 0.587301 -3.543321 0.195495
39 H -2.547889 1.788716 -3.701695
40 H 0.682153 1.006805 2.251740
41 O -0.030629 2.137791 -0.072864
42 C 1.626680 -1.883924 1.797011
43 H -1.271318 4.409786 0.513658

Cartesian forces, eV/Å:
-0.084 0.071 0.022
-0.052 -0.027 -0.125
-0.011 -0.027 0.064
-0.783 1.423 -0.055
-0.148 0.044 0.225
-0.031 -0.134 0.189
0.054 -0.081 -0.046
-0.021 -0.122 -0.476
0.119 -0.082 0.013
-0.005 0.054 0.113
0.111 -0.064 0.018
0.767 -1.336 0.692
-0.309 -0.041 0.342
0.103 -0.254 -0.170
0.177 0.071 -0.192
0.160 0.026 -0.182
-0.032 0.025 0.065
0.015 -0.072 0.107
-0.315 -0.274 -0.207
0.065 -0.314 0.459
-0.037 -0.141 0.071
0.020 0.021 -0.051
0.166 -0.049 -0.351
0.046 0.075 0.115
0.057 0.030 -0.106
-0.016 0.126 0.003
-0.098 0.234 -0.460
-0.053 -0.022 -0.031
0.016 0.111 -0.066
-0.064 0.030 -0.313
-0.109 0.208 -0.086
-0.081 0.256 0.577
-0.054 0.028 0.035
-0.083 -0.045 0.008
-0.113 0.168 0.206
0.028 0.081 0.105
0.019 -0.050 0.131
0.132 0.036 -0.542
-0.024 0.055 0.051
0.109 -0.063 0.028
0.183 0.057 -0.033
0.160 -0.142 -0.097
0.015 0.107 -0.049

=====

No. 4
ORCA calculation (ωB97M-V/def2-TZVPD) on one molecule with the formula C2H3ClN2 in a non-equilibrium geometry.

Computed properties:
Relative energy (zero: lowest compared OMol25 entry of this formula, charge and spin) ... 75.7 kcal/mol
Electronic energy ... -647.6012 Ha
Max |F| ... 0.1372 Eh/bohr
Gap between HOMO and LUMO ... 8.283 eV
HOMO level ... -7.92 eV

Cartesian coordinates (Å):
1 N 2.155553 -1.488808 0.586322
2 H -1.081881 0.831911 -1.170434
3 C -0.352385 0.859788 -0.419603
4 H -0.684937 1.751756 0.284540
5 N 1.052166 -1.025806 0.480952
6 H 0.682141 0.997194 -0.871838
7 C -0.279320 -0.548758 0.182363
8 Cl -1.491338 -1.377279 0.927699

Cartesian forces, eV/Å:
-6.498 2.677 -0.632
-0.936 0.024 -1.364
1.493 0.278 1.952
1.022 -1.917 -1.017
1.929 -0.974 -0.333
-1.464 0.385 0.517
5.977 0.365 0.012
-1.522 -0.838 0.865

=====

No. 5
ORCA calculation (ωB97M-V/def2-TZVPD) on a 2-piece molecular cluster, CH3O2S2 overall in a non-equilibrium geometry.

Computed properties:
Relative energy (zero: lowest compared OMol25 entry of this formula, charge and spin) ... 74.7 kcal/mol
Charge ... -1
Electronic energy ... -986.7067 Ha
Max |F| ... 0.0434 Eh/bohr
Gap between HOMO and LUMO (spin up / spin down) ... 7.126 / 6.454 eV
HOMO level (spin up / spin down) ... -4.13 / -3.75 eV

Cartesian coordinates (Å):
1 H -1.572235 0.659654 -0.235551
2 S 2.347426 -1.569847 0.974285
3 C -2.161910 -0.236029 -0.259366
4 O 2.383823 0.604590 -0.945999
5 O 2.110606 1.361488 1.352607
6 S 1.810546 0.287178 0.370864
7 H -3.243785 -0.071919 -0.336449
8 H -1.674469 -1.035116 -0.920392

Cartesian forces, eV/Å:
0.264 0.280 0.457
-0.303 0.295 0.021
0.312 -0.889 -2.024
-0.431 -0.202 -0.298
-0.573 -0.752 -0.139
1.288 0.660 0.405
0.416 -0.385 0.234
-0.972 0.994 1.343

=====

No. 6
ORCA calculation (ωB97M-V/def2-TZVPD) on C10H12N6O6Re as an isolated structure.

Computed properties:
Relative energy (zero: lowest compared OMol25 entry of this formula, charge and spin) ... 38.9 kcal/mol
<S²> ... 0.933
Charge ... +2
Electronic energy ... -1245.8966 Ha
Spin multiplicity ... 2
Max |F| ... 0.0077 Eh/bohr
Gap between HOMO and LUMO (spin up / spin down) ... 7.012 / 7.351 eV
HOMO level (spin up / spin down) ... -16.12 / -16.16 eV

Cartesian coordinates (Å):
1 H 3.493393 -0.544579 2.712485
2 O 1.005546 0.966883 1.230768
3 N 0.075178 2.192003 -1.118706
4 H 1.185826 -0.074247 -6.257702
5 O 1.908008 1.481411 3.207414
6 N 2.298357 0.668357 -3.356167
7 H 2.676134 -0.844433 -5.632257
8 H -0.982751 -1.672864 -4.701835
9 O -0.008421 -3.066401 1.698431
10 C -1.028573 5.736476 -1.322648
11 H 2.521498 -3.036614 0.735513
12 C 1.989817 0.868169 2.205976
13 H 2.351026 -2.376051 2.361443
14 C 1.591573 -0.918605 -5.700571
15 H 3.927841 0.538675 1.384653
16 Re 0.427675 0.527528 -0.469733
17 O -1.366079 -1.750621 -1.932197
18 C 0.656930 -2.146196 1.091586
19 C 3.122543 -0.061610 1.807861
20 C 1.321283 -0.221881 -3.344808
21 H 0.133923 -2.896064 -4.057971
22 C -0.134896 -1.837863 -4.035766
23 C 2.149416 -2.179079 1.305362
24 O 0.108220 -1.335736 0.329327
25 H 1.356916 -1.839448 -6.227109
26 H 2.861380 0.823255 -4.177002
27 C -0.304291 3.374064 -1.174831
28 N 1.003277 -0.992517 -4.365222
29 H -0.963697 -3.030787 1.499385
30 H 2.508052 1.203498 -2.529771
31 O 2.748931 -1.009934 0.817294
32 N -0.667435 4.480365 -1.232656
33 C -0.462339 -1.405882 -2.623762
34 N -1.344758 6.839552 -1.401551
35 N 0.524015 -0.429818 -2.243123

Cartesian forces, eV/Å:
0.026 0.026 0.000
0.309 -0.231 0.044
-0.069 -0.107 0.040
0.007 0.002 -0.002
0.078 0.015 0.050
-0.043 0.019 -0.036
0.003 -0.008 -0.013
-0.007 0.031 0.020
0.029 -0.007 -0.016
-0.052 0.114 0.012
0.009 -0.016 0.030
-0.197 0.113 -0.061
0.028 0.038 -0.005
0.038 -0.057 0.030
-0.011 0.039 0.024
0.148 0.226 -0.288
0.022 -0.045 0.006
-0.035 -0.048 -0.046
-0.013 -0.107 -0.045
0.164 0.039 0.064
-0.033 -0.003 -0.020
0.035 -0.056 0.001
-0.067 -0.013 -0.006
-0.206 0.029 0.188
-0.001 0.006 -0.008
0.003 -0.011 0.000
-0.214 0.163 0.039
-0.041 0.086 -0.002
0.014 -0.017 -0.010
0.001 -0.019 0.014
0.005 -0.021 -0.024
0.103 -0.113 -0.049
0.007 0.060 -0.038
0.006 -0.022 -0.005
-0.048 -0.104 0.112